[1]
# C7H11F

A single C7H11F molecule in a non-equilibrium geometry (ωB97M-V/def2-TZVPD, the Open Molecules 2025 dataset).

XYZ file:
```
19
Properties=species:S:1:pos:R:3:forces:R:3:lowdin_charge:R:1
C -1.90153 -0.89850 0.06878 0.4 -0.8 3.6 -0.090
C -1.44151 0.60995 -0.04848 -3.4 0.4 -1.9 -0.187
C 0.02822 0.90572 -0.10543 0.0 -3.6 -2.3 -0.524
F 0.32467 2.21662 -0.51189 -0.5 -0.7 0.1 0.005
C 0.74489 0.59959 1.19970 4.2 2.4 -2.7 -0.033
C 1.99562 -0.29336 0.60600 -1.0 1.8 1.8 -0.067
C 1.99834 -0.59599 -0.66641 -3.9 1.0 1.1 -0.062
C 0.57439 -0.16964 -1.09091 2.0 0.8 -4.1 -0.131
H -1.49388 -1.42069 1.13466 -0.5 1.4 -3.0 0.138
H -1.45711 -1.40710 -0.77584 -0.8 -0.6 0.3 0.026
H -2.98768 -1.22277 0.17927 1.1 1.4 -0.6 0.082
H -1.67181 1.20643 0.75285 -1.6 0.9 2.6 0.068
H -2.15691 1.12748 -0.83478 2.0 -1.1 0.7 0.158
H 0.31104 0.19215 2.07706 -0.8 -0.3 0.4 0.089
H 1.05652 1.75967 1.30235 0.1 -2.8 1.1 0.166
H 2.79477 -0.59332 1.18443 1.6 -0.3 1.8 0.058
H 2.70675 -1.17956 -1.18249 0.6 -0.4 -0.6 0.088
H 0.71776 0.17923 -2.20849 -1.1 -0.2 2.0 0.151
H -0.14255 -1.01591 -1.08035 1.6 0.7 -0.4 0.065
```
Forces are in eV/Å.

F_max: 5.5 eV/Å
LUMO level: 1.02 eV
Relative energy (zero: lowest compared OMol25 entry of this formula, charge and spin): 279.9 kJ/mol
SMILES: CCC1(F)CC=CC1
Gap between HOMO and LUMO: 10.404 eV

---

[2]
# C4H11EuO2

A molecular structure, C4H11EuO2 in a non-equilibrium geometry (ωB97M-V/def2-TZVPD, the Open Molecules 2025 dataset).

XYZ file:
```
18
Properties=species:S:1:pos:R:3:forces:R:3:lowdin_spin:R:1
H -4.01782 -2.17364 0.55190 2.7 1.3 -1.1 0.000
C -2.85935 -1.58176 0.15631 -6.2 -3.3 2.2 0.000
H -2.78483 -2.18613 -0.75495 0.6 0.8 0.2 0.000
H -2.39121 -1.97504 1.06742 0.8 0.8 -0.7 0.000
H -3.36750 -0.60927 0.17077 1.2 0.0 -0.3 0.000
O -0.84389 -0.43297 -0.55151 1.2 0.8 0.3 -0.037
C -0.44368 0.35546 0.54974 -0.4 0.0 0.2 0.000
C 1.06708 0.50075 0.62583 -0.1 0.0 0.6 0.001
O 1.52785 0.85551 -0.69144 0.4 0.4 0.1 -0.013
C 2.89770 1.24838 -0.75536 0.3 0.1 0.2 0.000
Eu 0.27783 -0.17709 -2.30579 -0.6 -0.5 -1.1 7.049
H -0.76336 -0.07078 1.51548 0.0 -0.1 -0.3 0.000
H -0.91773 1.35283 0.50689 0.2 -0.2 -0.1 0.000
H 1.55305 -0.44179 0.92085 -0.1 0.2 -0.1 0.000
H 1.35445 1.29063 1.33336 0.0 -0.2 -0.1 0.000
H 3.13491 1.44071 -1.80624 0.0 0.0 0.2 0.000
H 3.04061 2.16189 -0.16486 0.1 -0.2 -0.2 0.000
H 3.53590 0.44233 -0.36840 -0.1 0.2 -0.1 0.000
```
Forces are in eV/Å.

F_max: 7.3 eV/Å
LUMO level (alpha / beta): -4.55 / -4.48 eV
Total charge: +1
Gap between HOMO and LUMO (alpha / beta): 7.469 / 7.690 eV
Spin multiplicity: 8

---

[3]
# C2H5N3O

A single C2H5N3O molecule in a non-equilibrium geometry (ωB97M-V/def2-TZVPD, the Open Molecules 2025 dataset).

XYZ file:
```
11
Properties=species:S:1:pos:R:3:forces:R:3:lowdin_charge:R:1
C 0.23589 -0.23107 1.43688 -0.1 -0.2 -0.4 -0.122
C -0.18307 0.22453 -1.46517 -0.1 0.0 0.2 -0.401
O -0.86660 1.27518 -0.91265 0.0 -0.4 -0.1 0.026
N 1.17330 -0.46389 -0.86563 -0.8 -0.2 -0.3 -0.038
N -0.20804 -1.07452 -1.08456 -0.5 0.4 -0.1 0.121
N 1.12357 -0.79757 0.40335 0.9 0.3 0.7 -0.035
H -1.40166 0.97558 -0.16660 0.0 -0.1 0.0 0.089
H 0.01518 0.40842 -2.52027 0.5 0.2 0.2 0.146
H 0.72962 -0.46064 2.38005 0.0 0.1 -0.1 0.071
H 0.12714 0.84911 1.32004 0.1 0.0 0.0 0.073
H -0.74534 -0.70512 1.47457 0.0 0.0 -0.1 0.071
```
Forces are in eV/Å.

F_max: 1.1 eV/Å
LUMO level (alpha / beta): -0.33 / -0.75 eV
Relative energy (zero: lowest compared OMol25 entry of this formula, charge and spin): 699.4 kJ/mol
Gap between HOMO and LUMO (alpha / beta): 8.501 / 8.291 eV

---

[4]
# C8H10N2OS

2 unconnected molecules or ions with the total composition C8H10N2OS in a non-equilibrium geometry (ωB97M-V/def2-TZVPD, the Open Molecules 2025 dataset).

XYZ file:
```
22
Properties=species:S:1:pos:R:3:forces:R:3:lowdin_charge:R:1
C 2.41384 0.03084 -1.16578 -2.8 1.6 -1.6 -0.113
C 2.65547 -0.17125 0.13500 0.6 -0.9 4.1 -0.122
C 1.78904 0.27783 1.17614 -0.1 -0.4 0.4 -0.004
C 0.66260 0.97598 0.73230 1.4 -0.4 0.5 -0.258
N -0.34245 1.54147 1.44746 -2.9 1.2 -2.8 0.124
C -1.28843 1.97286 0.48490 0.0 1.2 0.9 -0.233
N -0.86164 1.89331 -0.74866 0.7 -0.4 0.8 0.058
C 0.36610 1.23277 -0.61106 1.5 -0.9 -1.8 -0.213
C 1.26506 0.74642 -1.60488 0.4 -0.2 2.8 0.036
H 3.01084 -0.46071 -1.86705 1.0 -0.3 -1.1 0.085
H 3.54481 -0.77251 0.40098 -0.6 0.4 0.0 0.111
H 1.82694 0.02583 2.31069 0.5 0.4 -2.3 0.139
H -0.56779 1.61410 2.38850 0.1 -0.3 1.8 0.128
H -2.27590 2.46638 0.70142 1.5 -0.6 0.2 0.137
H 1.13090 0.89990 -2.62708 -0.5 0.2 -1.5 0.087
C -2.03066 -1.76425 0.21611 -4.1 0.9 4.0 -0.265
S -3.00031 -0.14486 0.19018 -0.8 -2.1 0.7 0.803
O -2.80044 0.22687 -1.36326 1.1 1.1 -0.2 -0.507
H -1.23625 -1.48809 0.79810 2.7 0.1 0.9 -0.031
H -1.88896 -1.93564 -0.76242 0.7 -1.1 -3.3 -0.013
H -2.61842 -2.52409 0.83351 0.6 0.8 -1.3 0.065
H -1.98930 0.85028 -1.27774 -0.9 -0.4 -1.2 -0.012
```
Forces are in eV/Å.

F_max: 5.8 eV/Å
LUMO level: 0.55 eV
Relative energy (zero: lowest compared OMol25 entry of this formula, charge and spin): 127.5 kJ/mol
SMILES: c1ccc2[nH]cnc2c1.CSO
Gap between HOMO and LUMO: 8.586 eV